1.
This record from OMol25 describes C36H39ClHgP2 as an isolated structure in a non-equilibrium geometry. The level of theory is wB97M-V/def2-TZVPD.

Values from the calculation:
total energy	-73235.2882	eV
LUMO level	0.0684	eV

ORCA input file:
```
! wB97M-V def2-TZVPD RIJCOSX def2/J DEFGRID3
* xyz 0 1
Hg 2.009 -1.082 4.992
C -2.733 0.433 6.379
C -3.027 0.304 5.076
C -3.439 1.349 4.081
C -2.206 1.928 3.358
C -1.409 2.845 4.218
C -1.508 3.090 5.532
C -2.713 2.981 6.429
C -2.831 1.677 7.208
C 3.493 -0.582 3.523
H -2.489 -0.462 6.956
H -2.939 -0.693 4.620
H -4.136 2.119 4.452
H -3.972 0.764 3.325
H -1.591 1.061 3.045
H -2.483 2.447 2.425
H -0.621 3.379 3.686
H -0.624 3.509 6.028
H -3.647 3.154 5.893
H -2.704 3.837 7.119
H -2.020 1.666 7.942
H -3.795 1.732 7.740
H 4.443 -0.288 3.990
H 3.084 0.237 2.916
H 3.649 -1.485 2.935
P 0.109 -2.165 -2.673
P 2.020 0.342 -3.120
C -0.559 -0.601 -3.263
C 0.286 0.416 -3.598
C -0.645 -3.336 -3.907
C -1.759 -3.013 -4.703
C -2.263 -3.947 -5.618
C -1.647 -5.193 -5.778
C -0.496 -5.493 -5.035
C 0.014 -4.569 -4.116
C -0.942 -2.319 -1.151
C -0.679 -1.431 -0.094
C -1.436 -1.488 1.078
C -2.487 -2.417 1.174
C -2.746 -3.308 0.124
C -1.958 -3.273 -1.030
C 2.691 1.036 -4.723
C 2.537 0.247 -5.881
C 2.969 0.731 -7.118
C 3.551 2.006 -7.218
C 3.700 2.787 -6.063
C 3.292 2.298 -4.817
C 2.122 1.811 -2.000
C 3.282 1.962 -1.214
C 3.440 3.087 -0.400
C 2.431 4.060 -0.358
C 1.263 3.897 -1.111
C 1.097 2.758 -1.907
H -1.650 -0.500 -3.331
H -0.040 1.281 -4.195
H -2.254 -2.042 -4.618
H -3.143 -3.696 -6.213
H -2.047 -5.924 -6.490
H 0.005 -6.453 -5.170
H 0.916 -4.806 -3.536
H 0.103 -0.680 -0.195
H -1.219 -0.816 1.912
H -3.104 -2.451 2.081
H -3.561 -4.033 0.199
H -2.152 -3.968 -1.841
H 2.053 -0.731 -5.828
H 2.853 0.124 -8.018
H 3.899 2.388 -8.188
H 4.142 3.782 -6.129
H 3.423 2.920 -3.929
H 4.062 1.200 -1.260
H 4.347 3.207 0.199
H 2.551 4.942 0.277
H 0.472 4.649 -1.075
H 0.166 2.629 -2.457
Cl 2.606 -3.709 6.816
C 1.767 -2.187 6.906
H 0.683 -2.332 6.979
H 2.145 -1.594 7.755
*
```

***

2.
This record from OMol25 describes C36H39GeN2O2P2SZr as an isolated structure in a non-equilibrium geometry. The level of theory is wB97M-V/def2-TZVPD.

Values from the calculation:
total energy	-132230.6832	eV
LUMO level	-8.5150	eV

ORCA input file:
```
! wB97M-V def2-TZVPD RIJCOSX def2/J DEFGRID3
* xyz 3 1
Zr -0.527 1.019 1.071
O -1.341 -0.661 0.430
P -0.808 -1.973 -0.273
C 0.956 -1.713 -0.711
P 1.604 -0.028 -1.056
O 1.266 0.881 0.167
C 0.758 0.668 -2.465
C -0.548 1.145 -2.310
C -1.219 1.697 -3.383
C -0.588 1.780 -4.621
C 0.712 1.322 -4.779
C 1.393 0.769 -3.702
C 3.343 -0.192 -1.282
C 3.840 -1.160 -2.164
C 5.206 -1.270 -2.345
C 6.068 -0.427 -1.650
C 5.572 0.531 -0.775
C 4.205 0.656 -0.586
C -1.739 -2.344 -1.734
C -2.981 -2.963 -1.537
C -3.744 -3.330 -2.631
C -3.267 -3.098 -3.917
C -2.034 -2.489 -4.114
C -1.264 -2.110 -3.027
C -0.910 -3.320 0.867
C -0.506 -4.583 0.423
C -0.594 -5.662 1.285
C -1.094 -5.482 2.571
C -1.507 -4.229 3.004
C -1.417 -3.139 2.154
H 1.174 -2.336 -1.583
H 1.555 -2.112 0.113
H -1.067 1.066 -1.355
H -2.232 2.059 -3.262
H -1.113 2.211 -5.463
H 1.204 1.406 -5.739
H 2.415 0.432 -3.820
H 3.174 -1.820 -2.710
H 5.603 -2.012 -3.024
H 7.136 -0.518 -1.792
H 6.250 1.181 -0.239
H 3.810 1.404 0.091
H -3.336 -3.176 -0.534
H -4.698 -3.817 -2.485
H -3.855 -3.406 -4.771
H -1.665 -2.318 -5.117
H -0.305 -1.638 -3.196
H -0.140 -4.720 -0.589
H -0.285 -6.643 0.951
H -1.172 -6.332 3.236
H -1.905 -4.108 4.003
H -1.752 -2.162 2.480
C 0.941 0.756 5.802
Ge 0.798 0.767 3.868
C 1.962 2.184 3.103
C 1.420 -0.916 3.020
C -1.054 0.929 3.168
H 1.990 0.733 6.097
H 0.433 -0.115 6.212
H 0.478 1.654 6.208
H 2.985 1.906 3.359
H 1.761 3.151 3.565
H 1.935 2.301 2.018
H 2.395 -1.199 3.417
H 1.551 -0.786 1.942
H 0.728 -1.737 3.205
H -1.567 1.804 3.575
H -1.595 0.031 3.479
N -3.827 1.287 -0.577
C -3.218 2.409 -0.175
N -2.098 2.415 0.549
C -1.675 3.740 0.804
C -0.608 4.087 1.621
C -0.312 5.430 1.788
C -1.089 6.406 1.168
C -2.179 6.064 0.382
C -2.460 4.717 0.210
S -3.794 3.965 -0.641
H -3.586 0.411 -0.139
H -4.752 1.348 -0.975
H -0.059 3.324 2.171
H 0.512 5.725 2.425
H -0.852 7.450 1.321
H -2.798 6.826 -0.074
*
```

***

3.
This record from OMol25 describes C36H39N3O2PPdS as an isolated structure in a non-equilibrium geometry. The level of theory is wB97M-V/def2-TZVPD.

Values from the calculation:
total energy	-70135.4322	eV
LUMO level	2.6429	eV

ORCA input file:
```
! wB97M-V def2-TZVPD RIJCOSX def2/J DEFGRID3
* xyz -1 1
Pd -0.395 -0.371 0.186
O 1.046 -0.135 -4.081
C 0.394 -0.182 -3.011
N 0.852 -0.094 -1.784
C 2.276 0.067 -1.712
C 2.802 0.373 -0.333
C 4.168 0.209 -0.070
C 4.660 0.490 1.185
C 3.779 0.930 2.171
C 2.449 1.067 1.826
N 1.975 0.806 0.609
C -1.114 -0.356 -3.150
C -1.612 -0.595 -4.432
C -2.972 -0.742 -4.621
C -3.812 -0.632 -3.522
C -3.235 -0.391 -2.288
N -1.924 -0.264 -2.092
H 2.623 0.862 -2.391
H 2.791 -0.842 -2.058
H 4.813 -0.166 -0.855
H 5.712 0.357 1.407
H 4.114 1.152 3.176
H 1.707 1.379 2.558
H -0.895 -0.649 -5.239
H -3.376 -0.933 -5.609
H -4.886 -0.728 -3.616
H -3.857 -0.289 -1.403
C -3.201 2.003 6.412
C -4.035 1.200 5.645
C -3.564 0.612 4.481
C -2.250 0.809 4.054
C -1.426 1.609 4.843
C -1.892 2.208 6.006
P -1.468 0.153 2.472
C -2.280 1.296 1.292
C -1.494 2.077 0.448
C -2.073 2.865 -0.544
C -3.445 2.904 -0.690
C -4.251 2.148 0.163
C -3.674 1.351 1.136
C -2.482 -1.380 2.295
C -2.790 -2.231 3.353
C -3.427 -3.447 3.121
C -3.778 -3.822 1.831
C -3.460 -2.989 0.765
C -2.801 -1.794 1.001
H -3.570 2.462 7.321
H -5.060 1.031 5.955
H -4.231 -0.017 3.904
H -0.397 1.766 4.533
H -1.229 2.831 6.595
H -0.414 2.079 0.544
H -1.433 3.423 -1.216
H -3.896 3.512 -1.465
H -5.329 2.171 0.054
H -4.307 0.745 1.771
H -2.528 -1.950 4.367
H -3.653 -4.099 3.957
H -4.284 -4.765 1.659
H -3.698 -3.280 -0.252
H -2.492 -1.166 0.170
C 0.544 -3.938 -2.020
C -0.571 -3.859 -0.982
C -0.101 -3.870 0.476
S 0.819 -2.338 0.841
O 2.186 -2.479 0.291
C 1.008 -2.523 2.653
C 2.378 -3.026 3.076
C 2.597 -4.504 2.777
H 0.121 -3.967 -3.025
H 1.156 -4.832 -1.878
H 1.195 -3.068 -1.952
H -1.268 -4.695 -1.110
H -1.147 -2.941 -1.141
H 0.526 -4.734 0.709
H -0.966 -3.859 1.144
H 0.207 -3.175 3.012
H 0.813 -1.520 3.038
H 2.491 -2.834 4.147
H 3.135 -2.429 2.564
H 1.784 -5.113 3.182
H 3.531 -4.861 3.216
H 2.648 -4.663 1.701
*
```

***

4.
This record from OMol25 describes C36H39N6O3P2RuS2 as an isolated structure in a non-equilibrium geometry. The level of theory is wB97M-V/def2-TZVPD.

Values from the calculation:
energy relative to the best compared isomer or geometry (same formula, charge and spin)	49.6	kcal/mol
total energy	-95874.6319	eV
LUMO level	-3.2092	eV

ORCA input file:
```
! wB97M-V def2-TZVPD RIJCOSX def2/J DEFGRID3
* xyz 1 1
Ru 0.115 -0.278 0.230
C 2.464 2.226 -0.936
C 1.985 2.635 0.453
C 2.696 3.923 0.871
C 0.449 2.734 0.461
C -0.169 3.930 1.168
O -1.448 3.407 1.575
C -1.248 2.047 1.739
N -0.186 1.610 1.170
C -2.254 1.384 2.551
C -2.999 2.193 3.432
C -3.932 1.651 4.287
C -4.185 0.284 4.265
C -3.507 -0.517 3.366
C -2.541 0.005 2.508
P -1.768 -1.131 1.321
C -1.271 -2.538 2.369
C -0.152 -2.333 3.176
C 0.340 -3.362 3.958
C -0.289 -4.601 3.951
C -1.426 -4.794 3.185
C -1.929 -3.764 2.402
C -3.157 -1.750 0.315
C -4.370 -1.063 0.258
C -5.372 -1.466 -0.616
C -5.172 -2.560 -1.444
C -3.970 -3.254 -1.389
C -2.965 -2.849 -0.524
H 3.558 2.249 -0.940
H 2.100 2.950 -1.672
H 2.410 0.213 -0.699
H 2.265 1.848 1.156
H 2.373 4.772 0.262
H 3.770 3.802 0.737
H 2.529 4.160 1.921
H 0.094 2.707 -0.578
H -0.324 4.802 0.538
H 0.389 4.215 2.061
H -2.786 3.252 3.456
H -4.459 2.292 4.981
H -4.911 -0.146 4.943
H -3.720 -1.579 3.325
H 0.331 -1.366 3.169
H 1.217 -3.204 4.572
H 0.108 -5.413 4.545
H -1.926 -5.754 3.189
H -2.825 -3.924 1.817
H -4.549 -0.238 0.938
H -6.312 -0.929 -0.645
H -5.954 -2.878 -2.122
H -3.814 -4.120 -2.020
H -2.032 -3.396 -0.491
S 0.317 -2.467 -0.696
C 1.811 -3.106 -0.103
C 2.131 -4.424 -0.544
N 2.348 -5.495 -0.906
C 2.627 -2.435 0.745
S 2.283 -0.853 1.373
C 3.848 -3.017 1.199
N 4.840 -3.440 1.601
N -1.683 0.267 -4.465
C -2.913 0.453 -3.638
P -2.248 1.515 -2.263
O -1.809 2.821 -2.827
O -1.272 0.642 -1.549
C -3.675 1.954 -1.158
N -3.116 3.107 -0.378
H -1.785 -0.375 -5.249
H -0.902 -0.058 -3.860
H -1.384 1.184 -4.812
H -3.260 -0.507 -3.259
H -3.687 0.933 -4.233
H -3.981 1.134 -0.515
H -4.514 2.310 -1.753
H -2.545 3.648 -1.058
H -2.473 2.814 0.368
H -3.819 3.710 0.047
N 1.958 0.901 -1.315
C 2.220 0.523 -2.669
C 3.199 1.143 -3.446
C 3.506 0.662 -4.711
C 2.838 -0.433 -5.235
C 1.832 -1.025 -4.487
C 1.510 -0.537 -3.226
H 3.760 1.980 -3.056
H 4.302 1.130 -5.275
H 3.115 -0.836 -6.199
H 1.303 -1.889 -4.878
H 0.778 -1.040 -2.603
*
```

***

5.
This record from OMol25 describes C36H40As2Cl2NScSi as an isolated structure. The level of theory is wB97M-V/def2-TZVPD.

Values from the calculation:
energy relative to the best compared isomer or geometry (same formula, charge and spin)	2.7	kcal/mol
total energy	-214760.9218	eV
LUMO level	-5.8841	eV

ORCA input file:
```
! wB97M-V def2-TZVPD RIJCOSX def2/J DEFGRID3
* xyz 2 1
Sc 0.662 -1.110 0.418
C -2.722 -3.132 -0.200
C -1.900 -3.187 -1.487
As -0.967 -1.501 -1.825
C -2.390 -0.242 -2.099
C -2.433 0.893 -1.296
C -3.462 1.811 -1.456
C -4.439 1.591 -2.415
C -4.391 0.460 -3.222
C -3.367 -0.460 -3.067
C -0.100 -1.789 -3.522
C 0.678 -0.750 -4.029
C 1.348 -0.909 -5.231
C 1.252 -2.110 -5.923
C 0.481 -3.146 -5.419
C -0.199 -2.989 -4.218
As -1.661 -2.491 1.303
C -0.362 -3.877 1.649
C 0.726 -3.484 2.433
C 1.737 -4.392 2.728
C 1.678 -5.678 2.212
C 0.608 -6.063 1.410
C -0.414 -5.168 1.133
C -2.878 -2.505 2.790
C -2.583 -3.205 3.954
C -3.484 -3.183 5.010
C -4.670 -2.472 4.896
C -4.964 -1.781 3.728
C -4.067 -1.791 2.671
H -3.168 -4.100 0.033
H -3.543 -2.417 -0.296
H -2.540 -3.416 -2.340
H -1.127 -3.958 -1.428
H -1.664 1.069 -0.551
H -3.500 2.697 -0.836
H -5.241 2.306 -2.542
H -5.149 0.300 -3.977
H -3.321 -1.333 -3.709
H 0.741 0.195 -3.499
H 1.939 -0.098 -5.635
H 1.775 -2.235 -6.861
H 0.400 -4.076 -5.964
H -0.807 -3.802 -3.843
H 0.746 -2.486 2.879
H 2.556 -4.099 3.373
H 2.458 -6.390 2.449
H 0.560 -7.071 1.020
H -1.263 -5.487 0.541
H -1.663 -3.771 4.038
H -3.260 -3.728 5.916
H -5.372 -2.461 5.719
H -5.893 -1.234 3.637
H -4.299 -1.244 1.764
Cl 2.121 -3.237 -0.915
C 3.570 -3.124 0.116
Cl 3.398 -1.734 1.209
H 4.435 -2.963 -0.517
H 3.640 -4.034 0.701
C -0.301 -0.049 4.309
Si -0.448 1.111 2.858
C -2.213 1.210 2.254
C 0.174 2.804 3.295
N 0.532 0.448 1.512
C 1.738 0.997 1.030
C 2.812 1.369 1.857
C 4.015 1.752 1.306
C 4.209 1.742 -0.080
C 3.172 1.375 -0.908
C 1.934 1.022 -0.360
H -0.791 0.387 5.183
H 0.746 -0.218 4.577
H -0.781 -1.014 4.125
H -2.904 1.017 3.077
H -2.429 0.495 1.461
H -2.424 2.210 1.870
H -0.608 3.336 3.843
H 0.398 3.389 2.400
H 1.062 2.795 3.927
H 2.675 1.348 2.931
H 4.825 2.055 1.956
H 5.159 2.043 -0.497
H 3.293 1.400 -1.983
H 1.074 0.875 -1.022
*
```